Record 1
3 unconnected molecules or ions with the total composition C11H24IN6O3, computed with ωB97M-V with the def2-TZVPD basis set.

For the frontier orbital gap, the calculation gives 7.29 eV. The strongest force on any atom comes out at 1.025 eV/A. The calculated total energy is -34971.498 eV. The calculation puts the HOMO energy at -10.58 eV. Its net charge is +1.

Cartesian coordinates (Å):
I  0.391  -2.617  0.933
O  0.210  3.169  -4.731
O  -2.204  -1.297  3.045
O  0.949  0.422  -1.501
N  -0.548  0.217  4.863
N  -1.215  -1.786  3.814
N  2.475  3.086  -4.592
N  0.464  -1.944  5.202
N  -0.734  1.695  -0.656
N  -0.816  -3.084  3.807
C  -0.430  2.805  -1.552
C  0.016  0.585  -0.735
C  -1.385  -4.143  3.001
C  -0.419  -1.098  4.663
C  3.659  2.325  -4.246
C  1.240  2.576  -4.461
C  2.621  4.442  -5.097
C  -1.828  1.817  0.284
C  -0.772  -4.307  1.587
C  0.202  -3.117  4.664
C  -1.852  -4.590  0.529
H  4.219  2.839  -3.462
H  3.375  1.339  -3.886
H  -2.654  -5.158  0.991
H  2.102  5.143  -4.443
H  -1.918  0.904  0.871
H  2.183  4.519  -6.093
H  -0.519  2.476  -2.583
H  0.750  -4.017  4.869
H  0.280  0.765  5.014
H  0.594  3.141  -1.383
H  1.236  1.545  -4.071
H  -2.764  1.987  -0.251
H  -1.247  -5.071  3.542
H  3.675  4.702  -5.144
H  -2.213  -3.648  0.141
H  -3.032  -1.322  3.551
H  -1.650  2.658  0.959
H  -0.076  -5.133  1.624
H  -0.286  -0.207  -0.025
H  -1.117  3.627  -1.372
H  -2.456  -4.016  2.910
H  4.300  2.210  -5.122
H  -1.385  -5.144  -0.273
H  -1.420  0.705  4.816

Record 2
A molecular structure, C11H24N2O3PSSi2, computed with ωB97M-V with the def2-TZVPD basis set.

For the frontier orbital gap, the calculation gives 5.73 eV. The strongest force on any atom comes out at 1.300 eV/A. The calculated total energy is -56800.789 eV. The calculation puts the HOMO energy at -3.60 eV. Its net charge is -1. As for the energy above the lowest of the compared OMol25 structures with the same formula, charge and spin: 0.0 kJ/mol.

Cartesian coordinates (Å):
S  2.157  -3.591  0.568
P  3.570  -2.525  -0.224
Si  -1.133  0.489  1.107
Si  -3.252  2.534  1.637
O  5.554  -3.982  -2.686
O  4.514  -1.332  -2.453
O  3.433  -4.712  -2.552
N  -2.626  0.990  1.652
N  3.333  0.815  -2.379
C  4.392  -3.781  -2.495
C  -4.996  2.522  2.384
C  -0.943  -1.377  1.368
C  -3.455  3.301  -0.092
C  -2.276  3.803  2.665
C  2.139  -4.115  -2.760
C  2.418  -2.622  -2.866
C  -0.830  0.756  -0.752
C  3.700  -2.476  -2.100
C  3.890  -0.190  -2.412
C  0.351  1.268  2.009
H  1.619  -1.907  -2.717
H  1.717  -4.476  -3.691
H  0.208  1.200  3.090
H  2.727  -2.482  -3.908
H  -2.489  3.561  -0.533
H  4.866  -2.876  0.169
H  -1.719  -1.916  0.818
H  -1.328  4.065  2.188
H  -4.964  2.154  3.412
H  -2.842  4.735  2.797
H  1.491  -4.397  -1.944
H  -1.681  0.381  -1.325
H  -5.441  3.525  2.393
H  -3.956  2.594  -0.757
H  -1.029  -1.630  2.427
H  1.289  0.753  1.759
H  -2.062  3.396  3.656
H  -5.649  1.865  1.805
H  -4.055  4.219  -0.057
H  0.071  0.228  -1.094
H  0.034  -1.724  1.013
H  -0.691  1.812  -0.994
H  0.480  2.320  1.743
H  3.464  -1.176  0.134

Record 3
2 unconnected molecules or ions with the total composition C11H24N2O4, computed with ωB97M-V with the def2-TZVPD basis set.

For the frontier orbital gap, the calculation gives 10.51 eV. The strongest force on any atom comes out at 6.961 eV/A. The calculated total energy is -22964.707 eV. The calculation puts the HOMO energy at -10.00 eV. As for the energy above the lowest of the compared OMol25 structures with the same formula, charge and spin: 281.9 kJ/mol.

Cartesian coordinates (Å):
O  -2.477  5.191  -1.434
O  2.927  -1.136  -0.390
O  2.117  -1.655  1.627
O  -3.222  3.094  -1.233
N  0.135  4.730  -0.825
N  0.667  -1.734  -1.697
C  0.897  -2.298  -0.380
C  -0.096  -4.665  -0.868
C  -0.685  0.223  1.290
C  2.078  -1.673  0.273
C  -1.264  1.175  0.235
C  -0.783  3.552  -0.942
C  -0.603  2.604  0.290
C  1.096  -3.783  -0.424
C  -1.115  3.282  1.560
C  -2.304  3.885  -1.201
C  1.830  -4.363  0.777
H  0.023  -2.093  0.213
H  -1.032  0.430  2.350
H  0.155  -0.998  -1.583
H  -0.345  -4.476  -1.798
H  -2.135  3.023  1.696
H  -0.798  -4.542  -0.190
H  -1.143  4.261  1.457
H  -2.365  1.113  0.261
H  0.932  4.546  -1.267
H  -1.622  5.626  -1.257
H  0.178  -5.674  -0.800
H  1.819  -3.898  -1.224
H  -1.016  -0.809  1.059
H  -0.627  2.884  2.371
H  -0.454  3.029  -1.893
H  2.835  -4.202  0.702
H  1.523  -4.120  1.664
H  1.339  -2.051  1.938
H  1.707  -5.398  0.712
H  0.522  2.349  0.321
H  0.352  0.245  1.310
H  0.421  4.852  0.092
H  1.519  -1.369  -2.014
H  -0.984  0.841  -0.779

Record 4
2 unconnected molecules or ions with the total composition C11H24O6, computed with ωB97M-V with the def2-TZVPD basis set.

For the frontier orbital gap, the calculation gives 9.63 eV. The strongest force on any atom comes out at 9.127 eV/A. The calculated total energy is -24075.365 eV. The calculation puts the HOMO energy at -9.34 eV. As for the energy above the lowest of the compared OMol25 structures with the same formula, charge and spin: 303.4 kJ/mol.

Cartesian coordinates (Å):
O  -3.230  -0.457  -3.026
O  -1.358  2.095  -2.795
O  4.048  1.148  2.883
O  0.193  -0.355  3.933
O  -0.809  -0.436  -1.152
O  0.940  -2.530  4.632
C  2.107  -0.282  2.134
C  -0.104  1.431  -2.646
C  0.732  0.352  2.761
C  -1.389  3.372  -2.179
C  3.355  -0.129  3.224
C  0.184  -1.815  3.753
C  4.418  -1.379  2.997
C  -3.213  -0.863  -1.660
C  -2.167  -0.070  -0.869
C  -3.438  -1.535  -3.924
C  -0.306  -0.074  -2.445
H  -2.999  -1.935  -1.565
H  -2.313  -0.297  0.193
H  0.465  1.839  -1.797
H  0.676  -0.553  -2.518
H  2.414  0.418  1.217
H  -0.786  4.077  -2.751
H  4.034  1.780  3.661
H  0.467  1.603  -3.567
H  -1.032  3.314  -1.142
H  -2.764  -2.368  -3.703
H  -0.053  0.499  1.881
H  3.936  -2.337  3.497
H  -0.420  -2.419  2.950
H  -0.914  -0.511  -3.237
H  5.483  -1.113  3.460
H  2.994  -0.014  4.332
H  4.486  -1.557  1.836
H  2.004  -1.360  1.689
H  -2.310  1.005  -0.971
H  -3.220  -1.184  -4.936
H  -4.209  -0.666  -1.249
H  -4.478  -1.866  -3.877
H  -2.426  3.719  -2.159
H  1.003  1.453  3.135

Record 5
A molecular structure, C11H25BF4NO2P2Zr, computed with ωB97M-V with the def2-TZVPD basis set.

For the frontier orbital gap (alpha / beta), the calculation gives 5.10 / 5.10 eV. The strongest force on any atom comes out at 4.951 eV/A. The calculated total energy is -48801.132 eV. The calculation puts the HOMO energy (alpha / beta) at -10.30 / -10.30 eV. Its net charge is +1. As for the energy above the lowest of the compared OMol25 structures with the same formula, charge and spin: 103.7 kJ/mol.

Cartesian coordinates (Å):
Zr  -0.020  -0.164  1.154
P  2.494  -0.365  0.455
P  -2.496  0.022  0.584
F  -0.712  1.115  5.370
F  0.100  0.491  3.062
F  -0.610  -1.147  4.856
F  1.353  0.050  5.215
O  -0.711  2.564  -1.643
O  1.926  2.292  -2.183
N  -0.116  -0.786  -1.169
C  1.063  -0.948  -1.883
C  -0.240  -1.501  -3.857
C  -3.489  -0.798  1.855
C  3.572  1.061  0.798
C  3.238  -1.773  1.329
C  2.334  -0.689  -1.266
C  -3.350  1.563  0.205
C  -1.301  -1.031  -1.757
C  0.983  -1.299  -3.250
C  -2.597  -0.969  -0.964
C  -1.399  -1.388  -3.095
B  0.017  0.037  5.006
H  2.239  2.505  -3.076
H  3.225  -0.803  -1.893
H  -3.353  -0.252  2.795
H  -0.153  -1.959  1.254
H  -3.306  2.220  1.082
H  3.183  -1.589  2.408
H  -3.392  -0.523  -1.584
H  3.475  1.323  1.861
H  -2.911  -1.985  -0.665
H  -2.821  2.057  -0.613
H  4.278  -1.888  0.999
H  2.658  -2.674  1.111
H  -0.296  -1.765  -4.911
H  1.927  -1.386  -3.799
H  0.246  2.460  -1.886
H  -4.542  -0.793  1.550
H  3.255  1.926  0.203
H  -0.212  1.451  0.070
H  2.247  1.374  -2.025
H  -4.395  1.350  -0.055
H  4.614  0.799  0.571
H  -0.810  3.506  -1.420
H  0.326  1.679  0.684
H  -3.130  -1.817  2.021
H  -2.393  -1.552  -3.507

Record 6
A molecular structure, C11H25ClF3NNbO, computed with ωB97M-V with the def2-TZVPD basis set.

For the frontier orbital gap, the calculation gives 7.86 eV. The strongest force on any atom comes out at 1.440 eV/A. The calculated total energy is -37571.820 eV. The calculation puts the HOMO energy at -4.78 eV. Its net charge is -1. As for the energy above the lowest of the compared OMol25 structures with the same formula, charge and spin: 0.0 kJ/mol.

Cartesian coordinates (Å):
Nb  -0.134  -0.516  -0.197
Cl  -4.527  -0.531  2.027
F  1.987  1.292  3.614
F  2.164  -0.445  4.908
F  0.201  0.209  4.216
O  -0.098  -3.545  -0.815
N  1.578  3.201  -1.195
C  0.279  1.695  -2.718
C  -0.345  -3.458  -2.202
C  1.626  -0.192  1.239
C  -3.165  0.119  0.898
C  -1.883  -0.584  1.161
C  1.495  0.045  3.818
C  -3.111  1.629  1.038
C  1.605  -0.878  2.619
C  0.839  -2.579  -0.315
C  1.329  2.802  -2.585
C  0.698  0.394  -2.044
H  0.758  -1.568  2.731
H  0.085  1.561  -3.790
H  1.818  0.873  1.377
H  -1.345  -3.065  -2.404
H  -4.044  2.037  1.425
H  -2.298  1.925  1.707
H  1.068  -2.910  0.710
H  2.505  -1.472  2.806
H  0.382  -2.795  -2.688
H  -0.235  -4.455  -2.642
H  2.481  -0.582  0.667
H  1.754  0.463  -1.719
H  1.017  3.680  -3.164
H  2.268  2.455  -3.036
H  -3.549  -0.168  -0.079
H  2.465  2.844  -0.865
H  -1.592  -0.599  -1.372
H  -1.524  -0.350  2.175
H  -0.293  1.304  0.037
H  1.797  -2.652  -0.862
H  0.875  2.798  -0.580
H  0.647  -0.426  -2.776
H  -0.662  2.055  -2.284
H  -2.902  2.071  0.062
H  -2.014  -1.682  1.092

Q: The lowest strongest force on any atom belongs to which entry?
A: C11H24IN6O3